(1)
Computed, not measured: a single C3H4N2O2S molecule in a non-equilibrium geometry, with wB97M-V/def2-TZVPD.

LUMO ... -0.01885 hartree
E ... -21080.7619 eV
SMILES ... O/N=C1\C=NOCS1
HOMO ... -8.99 eV
ΔE to the lowest compared entry with this formula, charge and spin ... 140.0 kcal per mole
Multiplicity ... 1

The geometry in XYZ format:
```
12
C3H4N2O2S | the OMol25 dataset | wB97M-V/def2-TZVPD
O -2.748 0.205 -0.201
N -1.890 -0.767 0.095
C -0.675 -0.418 -0.222
C -0.249 0.878 -0.259
N 0.905 1.520 -0.176
O 1.949 0.618 -0.345
C 1.911 -0.565 0.184
S 0.597 -1.594 -0.340
H -3.646 -0.197 -0.019
H -1.023 1.539 -0.053
H 1.978 -0.345 1.304
H 2.892 -0.876 0.032
```


(2)
Computed, not measured: a single C3H4N2O2S molecule in a non-equilibrium geometry, with wB97M-V/def2-TZVPD.

LUMO ... -0.00566 hartree
E ... -21081.1105 eV
SMILES ... CSc1onnc1O
HOMO ... -9.11 eV
ΔE to the lowest compared entry with this formula, charge and spin ... 131.9 kcal per mole
Multiplicity ... 1

The geometry in XYZ format:
```
12
C3H4N2O2S | the OMol25 dataset | wB97M-V/def2-TZVPD
C 1.759 -0.452 0.803
S 1.470 0.113 -0.893
C -0.315 -0.240 -0.696
O -0.804 -1.462 -0.856
N -2.163 -1.368 -0.165
N -2.445 -0.110 0.065
C -1.402 0.601 -0.305
O -1.293 1.951 -0.170
H 1.880 0.514 1.652
H 2.834 -0.566 0.493
H 1.152 -1.391 1.150
H -0.673 2.411 -1.077
```


What is the ΔE to the lowest compared entry with this formula, charge and spin in the first record? 140.0 kcal per mole